[1]
Entry from OMol25: the molecule C23H37N3O4 (ωB97M-V/def2-TZVPD).

```
! wB97M-V def2-TZVPD RIJCOSX def2/J DEFGRID3
* xyz 0 1
C 0.10033 5.19065 -0.32568
C 0.34312 3.93962 -1.15620
H -0.53252 3.72611 -1.78695
H 1.21729 4.07930 -1.80818
O 0.56889 2.87530 -0.26043
C 0.80278 1.62100 -0.76152
C 0.85670 1.30168 -2.09942
C 1.07781 -0.00987 -2.54698
C 1.25433 -1.00195 -1.58302
C 1.25321 -0.67080 -0.23035
C 1.01371 0.61961 0.21434
N 1.02963 0.98016 1.54189
C 0.70713 0.06937 2.60959
C -0.36647 0.72650 3.49079
O -0.54845 1.93039 3.43430
N -1.05486 -0.05970 4.34492
C -1.05179 -1.50231 4.41677
H -0.23193 -1.92258 3.83911
C -2.38918 -2.05620 3.91732
H -2.37901 -3.14514 3.98766
C -3.54644 -1.48209 4.73703
C -4.88969 -1.98618 4.21903
H -4.93492 -3.07185 4.26560
H -5.03773 -1.68050 3.18560
H -5.70396 -1.58206 4.81561
C -3.47369 0.04550 4.69185
C -2.10245 0.53197 5.15697
H -2.02217 1.61552 5.06195
H -1.93651 0.24828 6.20232
H -4.24674 0.47992 5.32712
H -3.64268 0.38748 3.66872
H -3.42796 -1.80609 5.77792
H -2.51864 -1.78387 2.86737
H -0.91018 -1.78927 5.46652
H 0.32383 -0.86484 2.18540
C 1.96028 -0.19884 3.45789
H 2.73049 -0.64639 2.83484
H 2.33583 0.74536 3.84347
H 1.74746 -0.85896 4.29487
H 0.70766 1.92570 1.72172
H 1.44985 -1.46614 0.47116
O 1.44740 -2.34064 -1.91996
C 0.24729 -3.05265 -2.15200
C -0.56504 -3.30554 -0.88421
H -0.89716 -2.36164 -0.45689
H -1.43550 -3.91103 -1.12301
H 0.04179 -3.83103 -0.15087
H -0.37995 -2.51915 -2.88134
H 0.56625 -4.00339 -2.58883
N 1.18246 -0.20679 -3.92875
C 0.07290 0.13661 -4.78977
H -0.49393 0.96363 -4.36266
C 0.62811 0.52808 -6.16177
H -0.17945 0.71899 -6.87120
O 1.40041 -0.51265 -6.71390
C 2.46264 -0.86090 -5.85228
C 1.94713 -1.30201 -4.47831
H 2.78403 -1.52779 -3.81928
H 1.33907 -2.21121 -4.61078
H 2.99846 -1.67367 -6.34511
H 3.13610 0.00053 -5.72709
H 1.24546 1.43371 -6.05566
H -0.60648 -0.72571 -4.91924
H 0.73855 2.06957 -2.84715
H -0.09875 6.03719 -0.97678
H -0.74913 5.03589 0.33389
H 0.97393 5.40421 0.28385
*
```

Summary:
Kohn-Sham gap = 0.27710 Eh
E_HOMO = -6.83 eV
electronic energy = -37111.671 eV
structure (SMILES) = CCOc1cc(N2CCOCC2)c(OCC)cc1N[C@@H](C)C(=O)N1CCC(C)CC1
molar mass = 419.566 g mol⁻¹
energy relative to the best compared isomer or geometry (same formula, charge and spin) = 3.8 kcal per mole

Atom charges from the Löwdin analysis, given in e for atoms 1 to 5:
1 C -0.062
2 C -0.263
3 H 0.126
4 H 0.127
5 O -0.055

***

[2]
Entry from OMol25: a cluster of 2 separate species, C4H12NOS in total at a distorted geometry (ωB97M-V/def2-TZVPD).

```
! wB97M-V def2-TZVPD RIJCOSX def2/J DEFGRID3
* xyz -1 1
C 0.55848 1.14622 3.35243
N 0.87935 0.04252 2.43282
C -0.10003 -0.03976 1.37558
C 0.45292 -0.72092 0.09136
S -0.47727 -0.54421 -1.46789
C -1.38759 -0.77541 1.75991
H 1.08087 0.99856 4.30239
H -0.49197 0.99656 3.66626
H 0.59523 2.09746 2.82111
H 1.76458 0.24926 1.97889
H -0.36373 0.87721 0.82690
H 0.86247 -1.71928 0.35126
H 1.38993 -0.20034 -0.15389
H -1.97655 -0.26298 2.52324
H -1.91249 -1.11269 0.87432
H -1.18836 -1.80173 2.15832
H 0.39870 0.21946 -5.64301
H 0.78188 0.98826 -4.35336
O 0.43044 1.10649 -5.24375
*
```

Summary:
Kohn-Sham gap = 0.22850 Eh
E_HOMO = -2.53 eV
electronic energy = -18715.621 eV
molar mass = 122.213 g mol⁻¹
energy relative to the best compared isomer or geometry (same formula, charge and spin) = 26.1 kcal per mole

Atom charges from the Löwdin analysis, given in e for atoms 1 to 5:
1 C -0.141
2 N -0.105
3 C -0.542
4 C -0.780
5 S 0.122

***

[3]
Entry from OMol25: a cluster of 2 separate species, H4N2O2P in total at a distorted geometry (ωB97M-V/def2-TZVPD).

```
! wB97M-V def2-TZVPD RIJCOSX def2/J DEFGRID3
* xyz -1 1
N 2.00047 -0.64233 0.61003
N 2.25109 0.52159 -0.25744
O -3.11941 -0.75665 -0.00812
O -0.49735 0.41661 0.19706
P 0.67501 -0.23182 -0.46589
H -2.23870 -0.59404 0.25300
H 2.40112 -1.46308 0.19620
H 2.90705 0.35176 -0.94499
H -2.90103 -0.65143 -0.96094
*
```

Summary:
Kohn-Sham gap = 0.30227 Eh
E_HOMO = -3.61 eV
electronic energy = -16429.405 eV
molar mass = 95.018 g mol⁻¹
energy relative to the best compared isomer or geometry (same formula, charge and spin) = 94.8 kcal per mole

Atom charges from the Löwdin analysis, given in e for atoms 1 to 5:
1 N -0.319
2 N -0.321
3 O -0.106
4 O -0.590
5 P 0.445

***

[4]
Entry from OMol25: a cluster of 2 separate species, C3H4F2O in total at a distorted geometry (ωB97M-V/def2-TZVPD).

```
! wB97M-V def2-TZVPD RIJCOSX def2/J DEFGRID3
* xyz 0 1
C -1.99638 0.39764 0.41235
C -1.13363 0.50214 -0.58346
C 1.35900 -0.12951 -0.15718
O 1.45341 -1.31683 0.51452
F 2.14227 0.77273 0.36150
F 1.76275 -0.28983 -1.46482
H -2.92600 0.92088 0.38030
H -1.91205 -0.26770 1.29045
H -1.17067 0.88210 -1.63209
H 2.42129 -1.47162 0.87844
*
```

Summary:
Kohn-Sham gap (alpha / beta) = 0.32171 / 0.34249 Eh
E_HOMO (alpha / beta) = -9.16 / -9.37 eV
electronic energy = -10653.500 eV
molar mass = 94.060 g mol⁻¹
energy relative to the best compared isomer or geometry (same formula, charge and spin) = 102.8 kcal per mole

Atom charges from the Löwdin analysis, given in e for atoms 1 to 5:
1 C -0.094
2 C 0.049
3 C -0.475
4 O 0.027
5 F 0.124

***

[5]
Entry from OMol25: a structure of composition C23H39NOPSi2Y at a distorted geometry (ωB97M-V/def2-TZVPD).

```
! wB97M-V def2-TZVPD RIJCOSX def2/J DEFGRID3
* xyz 0 1
Y -1.20921 -1.16195 -0.26378
C 0.72613 -4.29845 0.21061
Si 1.79057 -3.01723 -0.72881
C 1.64049 -3.29217 -2.60231
C 3.54792 -3.33408 -0.11757
C 1.24813 -1.34002 -0.14177
C 0.90855 -1.28927 1.30983
C 1.81688 -1.19138 2.33929
C 1.37995 -1.28319 3.64599
C 0.03108 -1.43307 4.00119
C -0.84969 -1.43431 2.95253
N -0.39802 -1.35418 1.71132
Si 2.33070 0.04842 -0.71910
C 2.28071 0.39723 -2.60027
C 1.90046 1.63337 0.25606
C 4.18212 -0.24872 -0.31100
H 0.87576 -5.29253 -0.23986
H -0.37255 -4.15308 0.17965
H 0.98951 -4.37163 1.26384
H 2.16840 -4.21408 -2.87051
H 2.07607 -2.46179 -3.18232
H 0.57716 -3.41187 -2.89413
H 3.74440 -4.39508 0.11195
H 3.70477 -2.78997 0.82419
H 4.27328 -2.98346 -0.85901
H 2.88083 -1.14435 2.14622
H 2.09636 -1.27394 4.43937
H -0.25234 -1.49260 5.03871
H -1.91702 -1.49666 3.07802
H 1.24799 0.48018 -3.00756
H 2.82028 -0.32099 -3.21754
H 2.78352 1.36673 -2.74850
H 0.82294 1.81078 0.29777
H 2.35633 2.50138 -0.26940
H 2.28790 1.54772 1.25859
H 4.64092 -0.93365 -1.01160
H 4.37837 -0.64419 0.68535
H 4.72793 0.71119 -0.37012
C -3.69770 2.30204 -0.33705
P -1.93750 1.86864 -0.65002
C -1.93458 2.15454 -2.47135
C -1.13247 3.41208 -0.09648
C -1.38776 3.86028 1.19630
C -0.92375 5.07975 1.61833
C -0.13269 5.85445 0.77139
C 0.10942 5.43010 -0.52236
C -0.42198 4.22893 -0.97491
H -3.86761 2.29093 0.72952
H -4.27855 1.50157 -0.77698
H -3.99337 3.28767 -0.72611
H -2.31431 3.14082 -2.68110
H -2.59968 1.41533 -2.91234
H -0.92724 2.04079 -2.88735
H -2.01186 3.27288 1.86984
H -1.16372 5.44146 2.60363
H 0.27307 6.78623 1.11813
H 0.66491 6.05839 -1.21277
H -0.31041 3.93236 -2.00936
C -3.89286 -0.91891 1.68487
O -4.14876 -1.77687 0.62523
C -3.23119 -1.54301 -0.46710
C -3.37493 -2.65417 -1.53620
H -4.16074 -1.42373 2.61696
H -4.52515 -0.02055 1.64252
H -2.87608 -0.53737 1.75275
H -3.57013 -2.20793 -2.50836
H -4.05239 -3.46862 -1.34793
H -2.41756 -3.24725 -1.70704
*
```

Summary:
Kohn-Sham gap (alpha / beta) = 0.18266 / 0.18271 Eh
E_HOMO (alpha / beta) = -4.72 / -4.72 eV
electronic energy = -54105.589 eV
molar mass = 521.623 g mol⁻¹
energy relative to the best compared isomer or geometry (same formula, charge and spin) = 44.2 kcal per mole

Atom charges from the Löwdin analysis, given in e for atoms 1 to 5:
1 Y 1.208
2 C -0.179
3 Si 0.422
4 C -0.171
5 C -0.182

***

Please write out number 1 again, unchanged.
Entry from OMol25: the molecule C23H37N3O4 (ωB97M-V/def2-TZVPD).

```
! wB97M-V def2-TZVPD RIJCOSX def2/J DEFGRID3
* xyz 0 1
C 0.10033 5.19065 -0.32568
C 0.34312 3.93962 -1.15620
H -0.53252 3.72611 -1.78695
H 1.21729 4.07930 -1.80818
O 0.56889 2.87530 -0.26043
C 0.80278 1.62100 -0.76152
C 0.85670 1.30168 -2.09942
C 1.07781 -0.00987 -2.54698
C 1.25433 -1.00195 -1.58302
C 1.25321 -0.67080 -0.23035
C 1.01371 0.61961 0.21434
N 1.02963 0.98016 1.54189
C 0.70713 0.06937 2.60959
C -0.36647 0.72650 3.49079
O -0.54845 1.93039 3.43430
N -1.05486 -0.05970 4.34492
C -1.05179 -1.50231 4.41677
H -0.23193 -1.92258 3.83911
C -2.38918 -2.05620 3.91732
H -2.37901 -3.14514 3.98766
C -3.54644 -1.48209 4.73703
C -4.88969 -1.98618 4.21903
H -4.93492 -3.07185 4.26560
H -5.03773 -1.68050 3.18560
H -5.70396 -1.58206 4.81561
C -3.47369 0.04550 4.69185
C -2.10245 0.53197 5.15697
H -2.02217 1.61552 5.06195
H -1.93651 0.24828 6.20232
H -4.24674 0.47992 5.32712
H -3.64268 0.38748 3.66872
H -3.42796 -1.80609 5.77792
H -2.51864 -1.78387 2.86737
H -0.91018 -1.78927 5.46652
H 0.32383 -0.86484 2.18540
C 1.96028 -0.19884 3.45789
H 2.73049 -0.64639 2.83484
H 2.33583 0.74536 3.84347
H 1.74746 -0.85896 4.29487
H 0.70766 1.92570 1.72172
H 1.44985 -1.46614 0.47116
O 1.44740 -2.34064 -1.91996
C 0.24729 -3.05265 -2.15200
C -0.56504 -3.30554 -0.88421
H -0.89716 -2.36164 -0.45689
H -1.43550 -3.91103 -1.12301
H 0.04179 -3.83103 -0.15087
H -0.37995 -2.51915 -2.88134
H 0.56625 -4.00339 -2.58883
N 1.18246 -0.20679 -3.92875
C 0.07290 0.13661 -4.78977
H -0.49393 0.96363 -4.36266
C 0.62811 0.52808 -6.16177
H -0.17945 0.71899 -6.87120
O 1.40041 -0.51265 -6.71390
C 2.46264 -0.86090 -5.85228
C 1.94713 -1.30201 -4.47831
H 2.78403 -1.52779 -3.81928
H 1.33907 -2.21121 -4.61078
H 2.99846 -1.67367 -6.34511
H 3.13610 0.00053 -5.72709
H 1.24546 1.43371 -6.05566
H -0.60648 -0.72571 -4.91924
H 0.73855 2.06957 -2.84715
H -0.09875 6.03719 -0.97678
H -0.74913 5.03589 0.33389
H 0.97393 5.40421 0.28385
*
```

Summary:
Kohn-Sham gap = 0.27710 Eh
E_HOMO = -6.83 eV
electronic energy = -37111.671 eV
structure (SMILES) = CCOc1cc(N2CCOCC2)c(OCC)cc1N[C@@H](C)C(=O)N1CCC(C)CC1
molar mass = 419.566 g mol⁻¹
energy relative to the best compared isomer or geometry (same formula, charge and spin) = 3.8 kcal per mole

Atom charges from the Löwdin analysis, given in e for atoms 1 to 5:
1 C -0.062
2 C -0.263
3 H 0.126
4 H 0.127
5 O -0.055

***

Question: Which value of electronic energy does entry 1 give?
Answer: -37111.671 eV

***

Question: Which of these has the highest energy relative to the best compared isomer or geometry (same formula, charge and spin)?
Answer: C3H4F2O